1.
The following is a DFT calculation (ωB97M-V with the def2-TZVPD basis set) of a single C14H12N4O2S molecule.

The geometry in ORCA input format:
```
! wB97M-V def2-TZVPD RIJCOSX def2/J DEFGRID3
* xyz 0 1
C 0.40949 0.69595 2.83201
O -0.54014 1.36503 2.01156
C -1.54493 0.65702 1.50774
O -1.72575 -0.51856 1.68500
C -2.45490 1.53857 0.68058
S -1.57972 2.27467 -0.75294
C -1.90932 1.06235 -1.96931
N -2.71772 1.20952 -2.99383
N -2.69000 0.07016 -3.65773
N -1.92116 -0.77304 -3.10459
N -1.37914 -0.19536 -2.03216
C -0.50735 -0.88142 -1.16747
C -0.91807 -2.09361 -0.67299
C -0.10968 -2.79113 0.23009
C 1.08948 -2.26658 0.62342
C 1.55407 -1.04240 0.09974
C 2.80363 -0.50444 0.47546
C 3.25342 0.66854 -0.06261
C 2.48185 1.34712 -1.01725
C 1.26270 0.85987 -1.39852
C 0.75535 -0.32909 -0.83455
H 0.33396 1.10018 3.84184
H 0.20668 -0.37625 2.83888
H 1.40007 0.89210 2.42316
H -3.31837 0.97909 0.32605
H -2.77437 2.39454 1.27423
H -1.87678 -2.49062 -0.96802
H -0.45523 -3.73340 0.62462
H 1.70797 -2.78737 1.34003
H 3.40181 -1.04692 1.19360
H 4.21068 1.07293 0.23113
H 2.85866 2.25805 -1.45650
H 0.69283 1.38452 -2.15068
*
```

Summary:
- Energy above the lowest of the compared OMol25 structures with the same formula, charge and spin: 125.32 kJ/mol
- Electronic energy: -35602.4140 eV
- E_HOMO: -8.677 eV
- Kohn-Sham gap: 8.600 eV

Atom charges from the Mulliken analysis, given in e for atoms 1 to 6: number 1, C, carries -0.6542; number 2, O, carries -0.3131; number 3, C, carries 0.7711; number 4, O, carries -0.5406; number 5, C, carries -0.7708; number 6, S, carries -0.1226

---

2.
The following is a DFT calculation (ωB97M-V with the def2-TZVPD basis set) of a single C14H12O3 molecule.

The geometry in ORCA input format:
```
! wB97M-V def2-TZVPD RIJCOSX def2/J DEFGRID3
* xyz 0 1
C -0.22637 -2.28773 -2.13446
C -0.31819 -2.40638 -0.56174
O 0.29462 -3.30145 0.00524
C -1.18477 -1.49016 0.29486
C -2.46082 -2.00106 0.90944
O -0.57658 -0.81119 1.37127
C -0.82299 0.03243 0.30104
C -1.89320 1.16784 0.58169
O -3.05197 1.17766 0.23386
C -1.48982 2.37395 1.08208
C -0.22179 2.74252 0.98836
C 0.79284 1.94528 0.40331
C 2.03361 2.56115 0.18782
C 3.10983 1.72593 -0.21773
C 2.97500 0.44002 -0.59135
C 1.70830 -0.11915 -0.45934
C 0.55243 0.56859 0.03976
H 0.83047 -2.26425 -2.37896
H -0.65151 -1.35242 -2.38479
H -0.84737 -3.09382 -2.46558
H -2.47820 -3.05680 0.66552
H -2.52637 -1.93613 1.97651
H -3.29736 -1.62213 0.37888
H -2.10437 2.95646 1.78715
H 0.12938 3.59849 1.58113
H 2.08219 3.60814 0.28662
H 4.06837 2.15416 -0.35203
H 3.85641 -0.15686 -0.92411
H 1.71824 -1.15310 -0.60443
*
```

Summary:
- Energy above the lowest of the compared OMol25 structures with the same formula, charge and spin: 391.39 kJ/mol
- Electronic energy: -20850.9919 eV
- E_HOMO: -8.960 eV
- Kohn-Sham gap: 8.534 eV

Atom charges from the Mulliken analysis, given in e for atoms 1 to 6: number 1, C, carries -1.0255; number 2, C, carries 0.0264; number 3, O, carries -0.5311; number 4, C, carries 1.5876; number 5, C, carries -1.7751; number 6, O, carries -0.5637

---

3.
The following is a DFT calculation (ωB97M-V with the def2-TZVPD basis set) of a molecular structure, C14H13BBiI2O6RhS.

The geometry in ORCA input format:
```
! wB97M-V def2-TZVPD RIJCOSX def2/J DEFGRID3
* xyz 4 5
I 2.47705 -2.24858 0.35931
I 2.07987 2.93160 -0.48302
Rh 0.06147 1.18292 0.21884
Bi -0.20010 -1.36235 -0.34908
S 1.42227 0.12397 -1.86422
C -2.37967 -2.34839 -1.81332
C -1.67981 -2.28657 1.86311
C 0.85042 0.03545 -3.64894
C 1.63760 1.14899 -4.35072
C -0.65147 0.20368 -3.76617
C 1.26088 -1.35044 -4.12916
C -0.95891 2.06506 1.56687
C -1.31221 1.81154 -0.87995
O -2.00051 -2.78720 2.84772
O -3.31986 -2.81004 -2.26982
O -1.52393 2.74723 2.31315
O -2.16351 2.42519 -1.37131
H 1.35998 1.21232 -5.41490
H 2.71032 0.90381 -4.28723
H 1.42764 2.11881 -3.87331
H -0.94779 0.01705 -4.80154
H -0.95575 1.21338 -3.50271
H -1.18907 -0.51711 -3.14694
H 0.98599 -1.48205 -5.18524
H 0.73512 -2.12317 -3.55136
H 2.34626 -1.46415 -4.03802
O 0.53171 -0.74416 2.72797
B 0.84784 0.43502 2.02949
O 1.58124 1.30017 2.86400
C 1.65301 0.67989 4.07529
C 1.73928 1.34646 5.28585
C 1.29049 0.66553 6.42415
C 0.68255 -0.57902 6.31100
C 0.59014 -1.26507 5.08815
C 1.07100 -0.60066 3.97559
H 2.10553 2.37218 5.31793
H 1.47762 1.12304 7.41508
H 0.27482 -1.04636 7.20217
H 0.10728 -2.22918 4.97717
*
```

Summary:
- Energy above the lowest of the compared OMol25 structures with the same formula, charge and spin: 23.36 kJ/mol
- <S²>: 6.036
- Electronic energy: -63527.5084 eV
- E_HOMO (spin up / spin down): -21.783 / -21.747 eV
- Kohn-Sham gap (spin up / spin down): 6.784 / 4.715 eV

Atom charges from the Mulliken analysis, given in e for atoms 1 to 6: number 1, I, carries 0.2929; number 2, I, carries 0.6562; number 3, Rh, carries -0.0445; number 4, Bi, carries 1.5692; number 5, S, carries -0.2299; number 6, C, carries 0.0745

---

Number 1: strongest force on any atom 0.030 hartree/bohr. Number 2: strongest force on any atom 0.103 hartree/bohr. Number 3: strongest force on any atom 0.147 hartree/bohr.